The following is a quantum chemistry calculation of 3 unconnected molecules or ions with the total composition C3H12NO3 at a distorted geometry, from OMol25.

Properties
Strongest force on any atom in eV/A: 2.29
DFT total energy in eV: -10930.65699
HOMO energy in eV: -14.365
Relative energy (zero: lowest compared OMol25 entry of this formula, charge and spin) in eV: 1.489

Structure (ORCA input):
```
! wB97M-V def2-TZVPD RIJCOSX def2/J DEFGRID3
* xyz 1 1
O 1.5810 -1.1889 0.1704
C 1.3865 -0.4277 1.0729
C 1.2658 1.0484 0.6230
N -0.1411 1.6047 0.7196
C -1.1964 0.6477 1.1931
H 1.1848 -0.6895 2.1246
H 1.8555 1.6825 1.3000
H 1.7234 1.1490 -0.3534
H -0.1338 2.4487 1.2813
H -0.4918 1.8696 -0.2132
H -1.3859 0.6738 2.2596
H -0.9270 -0.3678 0.9190
H -2.0825 0.9086 0.6218
H -0.3433 -2.1553 -2.3288
H -0.4536 -3.1903 -1.1437
O -0.4027 -2.2880 -1.3934
H -2.3526 0.5817 -2.1759
H -1.1880 -0.0708 -1.4637
O -1.5628 0.7955 -1.6824
*
```



The following is a quantum chemistry calculation of a molecular structure, C29H23F3N5O8STm at a distorted geometry, from OMol25.

Properties
Strongest force on any atom in eV/A: 2.76
DFT total energy in eV: -102792.54646
HOMO energy (alpha / beta) in eV: -7.922 / -7.921
Relative energy (zero: lowest compared OMol25 entry of this formula, charge and spin) in eV: 1.723

Structure (ORCA input):
```
! wB97M-V def2-TZVPD RIJCOSX def2/J DEFGRID3
* xyz 0 3
Tm -0.1948 0.0349 0.5977
O -0.0085 2.2585 0.7458
S 1.4158 2.3991 1.0675
O 1.7235 2.8583 2.3898
N 1.9950 0.9508 0.6931
C 3.2054 0.4856 1.1035
C 4.2358 1.2384 1.6457
C 5.4047 0.6258 2.0975
C 5.5776 -0.7360 2.0486
C 4.5721 -1.5446 1.4897
C 4.6301 -2.9533 1.4178
C 3.6306 -3.6526 0.7910
C 2.5793 -2.9422 0.1979
N 2.4794 -1.6400 0.2972
C 3.4134 -0.9236 0.9522
C 2.1140 3.5267 -0.1280
C 1.9429 3.2491 -1.4721
C 2.5810 4.0477 -2.4078
C 3.3826 5.0998 -1.9871
C 3.5436 5.3683 -0.6369
C 2.9061 4.5739 0.3021
H 4.1090 2.3036 1.7498
H 6.1837 1.2451 2.5166
H 6.4762 -1.1971 2.4280
H 5.4719 -3.4646 1.8621
H 3.6571 -4.7295 0.7233
H 1.8073 -3.4398 -0.3746
H 1.3166 2.4141 -1.7573
H 2.4627 3.8468 -3.4621
H 3.8925 5.7121 -2.7156
H 4.1680 6.1874 -0.3132
H 3.0018 4.7436 1.3641
O -1.1361 0.9213 -1.3901
C -2.0063 1.7957 -1.4525
C -2.9481 2.1488 -0.4394
C -3.8491 3.1928 -0.6705
C -4.7299 3.6007 0.3080
C -4.7254 2.9793 1.5776
C -3.8780 1.9488 1.8259
C -2.9572 1.4618 0.8386
O -2.2286 0.4617 1.0838
N -5.6550 4.6528 0.0414
O -6.4013 4.9972 0.9391
O -5.6554 5.1469 -1.0728
H -2.0871 2.3897 -2.3848
H -3.8697 3.6959 -1.6277
H -5.4132 3.3390 2.3291
H -3.8674 1.4500 2.7829
O 2.3498 -0.3235 -1.8181
C 1.5201 -0.6202 -1.0611
N -1.1112 -1.9206 -0.4686
C -1.6549 -2.8800 -0.8112
N -2.3062 -3.9228 -1.2139
C -2.3820 -5.1297 -0.4067
C -3.7177 -5.8228 -0.6969
O -3.8782 -6.0671 -2.0749
C -3.8726 -4.8630 -2.8036
C -2.5429 -4.1219 -2.6348
H -2.3027 -4.8620 0.6467
H -1.5609 -5.8076 -0.6738
H -4.5470 -5.2020 -0.3301
H -3.7499 -6.7951 -0.2038
H -4.7008 -4.2213 -2.4712
H -4.0212 -5.1308 -3.8503
H -2.5717 -3.1511 -3.1292
H -1.7345 -4.7263 -3.0663
F -0.8384 -1.6795 2.1538
C 0.5155 -1.2807 2.4972
F 0.6130 -1.7413 3.7724
F 0.2261 0.1411 2.7293
*
```



The following is a quantum chemistry calculation of a single C7H10 molecule, from OMol25.

Properties
Strongest force on any atom in eV/A: 0.38
DFT total energy in eV: -7418.64544
HOMO energy in eV: -9.327
Relative energy (zero: lowest compared OMol25 entry of this formula, charge and spin) in eV: 2.389
SMILES string: C[C@]12C[C@@H]3[C@H](C1)[C@@H]32

Structure (ORCA input):
```
! wB97M-V def2-TZVPD RIJCOSX def2/J DEFGRID3
* xyz 0 1
C 1.5188 -1.2794 -0.0655
C 0.3533 -0.3230 -0.0734
C 0.4913 0.8556 0.8976
C -0.6077 1.5350 0.1028
C -1.5674 0.4640 -0.3995
C -1.0781 -0.8627 0.1455
C -0.2705 0.7114 -1.1135
H 1.3106 -2.2442 -0.5395
H 2.4255 -0.8443 -0.5030
H 1.7220 -1.4693 0.9993
H 0.4052 0.6138 1.9655
H 1.4476 1.3619 0.7144
H -0.8982 2.5789 0.1317
H -2.5663 0.7156 -0.7420
H -1.3587 -1.1635 1.1635
H -1.2907 -1.6742 -0.5607
H -0.0365 1.0243 -2.1231
*
```



The following is a quantum chemistry calculation of a single C4H2O2 molecule at a distorted geometry, from OMol25.

Properties
Strongest force on any atom in eV/A: 1.16
DFT total energy in eV: -8272.24786
HOMO energy in eV: -9.577
Relative energy (zero: lowest compared OMol25 entry of this formula, charge and spin) in eV: 0.280
SMILES string: O=C=C=CC=O

Structure (ORCA input):
```
! wB97M-V def2-TZVPD RIJCOSX def2/J DEFGRID3
* xyz 0 1
O 2.6824 0.6835 0.2309
C 1.7375 0.0139 0.1142
C 0.8101 -0.9307 0.0394
C -0.5125 -0.8316 -0.0714
C -1.0679 0.5638 -0.1040
O -1.8216 0.9852 0.7362
H -1.1884 -1.6870 -0.0391
H -0.6396 1.2030 -0.9062
*
```



The following is a quantum chemistry calculation of 13 unconnected molecules or ions with the total composition C36H107N9O13 at a distorted geometry, from OMol25.

Properties
Strongest force on any atom in eV/A: 3.71
DFT total energy in eV: -79087.25208
HOMO energy in eV: -7.950
Relative energy (zero: lowest compared OMol25 entry of this formula, charge and spin) in eV: 4.167

Structure (ORCA input):
```
! wB97M-V def2-TZVPD RIJCOSX def2/J DEFGRID3
* xyz 0 1
C -7.4696 0.5419 -2.8069
C -7.0263 0.8656 -1.4467
C -7.3844 -0.2911 -0.4174
O -7.2090 0.2748 0.9031
C -7.3413 -0.7397 1.8818
N -5.5873 0.9452 -1.4723
H -8.5575 0.5284 -2.8727
H -7.1202 -0.3927 -3.2457
H -7.0836 1.3559 -3.4206
H -7.3931 1.7988 -1.0193
H -6.8188 -1.2142 -0.5442
H -8.4312 -0.5360 -0.5974
H -6.6109 -1.5397 1.7609
H -8.2019 -1.3997 1.7732
H -7.2945 -0.2806 2.8693
H -5.3015 1.4794 -0.6642
H -5.4030 1.6237 -2.1974
C -0.0957 3.1548 3.1940
C -1.0226 2.1625 3.7974
C -0.2809 0.7858 3.9662
O 0.0995 0.2847 2.6981
C 1.0422 -0.7911 2.8740
N -1.3224 2.8001 5.0492
H 0.4312 2.8602 2.2864
H 0.6688 3.5188 3.8804
H -0.6869 4.0142 2.8775
H -1.9271 2.0932 3.1932
H -0.7853 0.0446 4.5861
H 0.6487 1.0840 4.4510
H 0.7899 -1.5056 3.6575
H 2.0175 -0.3400 3.0567
H 1.1690 -1.4909 2.0481
H -2.3160 2.6586 5.1619
H -0.9304 2.3883 5.8839
C -2.9174 -3.9996 2.7641
C -1.7848 -3.0403 2.5984
C -1.6157 -2.5344 1.0812
O -1.3612 -3.5291 0.0477
C -0.2197 -4.3360 0.3345
N -1.9778 -1.8249 3.3334
H -2.8837 -4.3779 3.7858
H -2.8473 -4.8923 2.1425
H -3.8174 -3.4506 2.4874
H -0.8470 -3.4813 2.9364
H -0.8044 -1.8076 1.1207
H -2.5797 -2.1515 0.7462
H -0.0033 -4.7489 -0.6508
H -0.4916 -5.1160 1.0457
H 0.5112 -3.5988 0.6666
H -1.4134 -1.0229 3.0917
H -2.8477 -1.4720 2.9607
C -2.5553 2.8377 -1.7870
C -2.2590 3.0572 -0.2950
C -3.4167 3.8422 0.3571
O -4.6277 3.0740 0.5367
C -5.6215 3.5223 1.4104
N -2.1557 1.7472 0.2479
H -3.4246 2.1858 -1.8735
H -1.7890 2.2905 -2.3361
H -2.6389 3.7971 -2.2975
H -1.2810 3.5047 -0.1182
H -3.6234 4.7679 -0.1799
H -3.0545 4.0865 1.3557
H -6.1146 4.4699 1.1937
H -5.4550 3.5504 2.4873
H -6.5215 2.9198 1.2871
H -2.2124 1.9976 1.2247
H -3.0690 1.3202 0.1875
C 2.9402 4.6659 -1.2066
C 2.2282 5.9882 -1.6158
C 1.5058 6.7155 -0.4993
O 0.5742 5.7883 0.0279
C -0.2911 6.1374 1.0457
N 3.2152 6.8346 -2.2575
H 3.1934 4.0162 -2.0444
H 2.3353 4.0988 -0.4991
H 3.8708 4.8081 -0.6572
H 1.3670 5.8724 -2.2739
H 1.1173 7.6537 -0.8954
H 2.2263 7.1255 0.2084
H 0.1801 6.3154 2.0124
H -1.0693 5.3746 1.0215
H -0.6991 7.0930 0.7163
H 3.5484 6.2672 -3.0237
H 2.7827 7.5767 -2.7888
C 3.6313 0.9156 -1.8510
C 3.2955 1.0016 -3.3055
C 4.0333 0.0705 -4.2793
O 5.4755 0.0624 -4.1173
C 6.2108 1.2618 -4.1779
N 1.8699 0.6811 -3.4776
H 3.6370 -0.1252 -1.5271
H 3.0299 1.5830 -1.2338
H 4.6260 1.3203 -1.6637
H 3.3719 2.0287 -3.6623
H 3.8223 0.3460 -5.3126
H 3.6738 -0.9490 -4.1401
H 7.2866 1.1957 -4.0156
H 5.8155 2.0696 -3.5620
H 6.0617 1.4996 -5.2312
H 1.6723 -0.2272 -3.0826
H 1.3581 1.3280 -2.8948
C 0.3080 -3.8105 -5.4394
C -1.0021 -3.1841 -4.9772
C -1.7880 -3.9197 -3.8143
O -1.8210 -5.3394 -3.8866
C -2.6687 -5.6921 -4.9875
N -0.8285 -1.7821 -4.5706
H 0.0625 -4.7849 -5.8618
H 0.9086 -3.9769 -4.5451
H 0.9312 -3.2692 -6.1513
H -1.6866 -3.1107 -5.8223
H -2.7653 -3.4910 -3.5925
H -1.1376 -3.7510 -2.9560
H -3.7125 -5.5043 -4.7357
H -2.6698 -6.7686 -5.1587
H -2.4799 -5.1006 -5.8833
H -0.5485 -1.7641 -3.6003
H -1.7646 -1.4031 -4.5816
C 3.2343 -4.7023 2.7187
C 4.1636 -5.1070 1.5519
C 4.0721 -4.2529 0.3164
O 2.8098 -4.4144 -0.3819
C 2.7058 -3.5145 -1.4550
N 5.4952 -5.1713 2.1245
H 3.2661 -5.4106 3.5466
H 2.1776 -4.6801 2.4522
H 3.5300 -3.7087 3.0553
H 3.8811 -6.1086 1.2278
H 4.9440 -4.4476 -0.3081
H 4.2309 -3.1976 0.5383
H 3.5259 -3.6395 -2.1621
H 2.6462 -2.4627 -1.1752
H 1.9527 -3.7586 -2.2041
H 5.4130 -4.8995 3.0938
H 5.8019 -6.1187 2.2935
C 4.7226 -0.9665 3.7025
C 6.1470 -0.5693 3.4506
C 6.2270 0.9603 2.9685
O 5.5798 1.1842 1.7187
C 5.3279 2.5571 1.5646
N 6.9495 -0.8835 4.6592
H 4.6160 -2.0080 4.0057
H 4.1574 -0.8617 2.7764
H 4.2886 -0.2533 4.4033
H 6.4713 -1.1360 2.5777
H 7.2702 1.2745 2.9363
H 6.0054 1.5820 3.8360
H 4.9713 2.6146 0.5362
H 6.2376 3.1414 1.7030
H 4.6322 2.9312 2.3157
H 6.4241 -1.2912 5.4194
H 7.3331 -0.0401 5.0612
O -3.8815 -1.4629 -2.3716
H -3.1677 -1.1086 -1.8412
H -4.6020 -0.8449 -2.2478
O -0.3187 -1.7197 -1.5780
H 0.0454 -1.0526 -0.9960
H -0.6159 -2.4144 -0.9905
O -4.1138 -0.3909 2.6519
H -4.4785 0.4285 2.9863
H -4.8227 -0.7768 2.1375
O 0.2056 0.7084 0.1133
H 0.4172 0.8132 1.0410
H -0.6580 1.1098 0.0174
*
```



The following is a quantum chemistry calculation of a molecular structure, C6H19Br2CoN5O3 at a distorted geometry, from OMol25.

Properties
Strongest force on any atom in eV/A: 4.42
DFT total energy in eV: -197837.64998
HOMO energy (alpha / beta) in eV: -7.287 / -7.333
Relative energy (zero: lowest compared OMol25 entry of this formula, charge and spin) in eV: 1.517

Structure (ORCA input):
```
! wB97M-V def2-TZVPD RIJCOSX def2/J DEFGRID3
* xyz 0 4
Co 0.8570 -0.3298 -1.0136
Br 0.0833 -2.3255 -2.5709
Br 3.1444 0.3574 -1.8895
C 0.5576 2.0822 2.4646
C 0.3866 0.9519 1.5430
C -1.0653 0.4209 1.4721
O -1.1256 -0.3791 0.2657
C -2.4397 -1.1192 0.2064
N 0.7996 1.4523 0.2291
H 1.3735 2.7753 2.2596
H 0.7111 1.6389 3.4485
H -0.2577 2.8039 2.4144
H 1.0940 0.1411 1.7173
H -1.7533 1.2651 1.4256
H -1.2461 -0.1093 2.4071
H -3.2792 -0.5523 0.6086
H -2.2300 -2.0913 0.6528
H -2.6992 -1.3610 -0.8243
H -0.0688 1.9666 0.1919
H 1.4512 2.1813 0.4821
C -0.5379 1.6592 -3.2126
O -0.0724 0.9551 -2.3334
N -1.3259 2.6602 -2.9516
N -0.3614 1.3656 -4.4824
H -1.4960 2.7065 -1.9571
H -1.6147 3.3052 -3.6733
H 0.2535 0.5661 -4.5364
H -0.6575 1.9459 -5.2541
C 1.4049 -2.6969 1.2720
O 1.2507 -1.8701 0.3860
N 1.8063 -2.5371 2.4905
N 1.0232 -3.9277 1.0697
H 1.9083 -3.3957 3.0125
H 2.1468 -1.6660 2.8718
H 1.1529 -4.7014 1.7058
H 0.8254 -4.1384 0.1019
*
```



The following is a quantum chemistry calculation of a molecular structure, C26H29AsBrN3O3PdS, from OMol25.

Properties
Strongest force on any atom in eV/A: 0.55
DFT total energy in eV: -183234.24898
HOMO energy (alpha / beta) in eV: -10.318 / -10.632
Relative energy (zero: lowest compared OMol25 entry of this formula, charge and spin) in eV: 0.000

Structure (ORCA input):
```
! wB97M-V def2-TZVPD RIJCOSX def2/J DEFGRID3
* xyz 1 2
Pd -1.0963 -0.6203 -0.1104
O 2.8775 -0.5275 -3.7251
C 3.8312 -0.8215 -2.8339
C 5.0389 -1.3341 -3.3161
C 6.0503 -1.6464 -2.4372
C 5.8899 -1.4577 -1.0605
C 4.7030 -0.9540 -0.5776
C 3.6508 -0.6282 -1.4456
C 2.3734 -0.1125 -0.9446
O 1.4482 0.2037 -1.7170
N 2.3201 0.0683 0.4251
N 1.1013 0.2362 0.9092
C 1.1375 0.5698 2.1911
C 0.0359 0.7807 3.0426
C 0.3516 1.0378 4.4095
C -0.6104 1.2692 5.3424
C -1.9639 1.2665 4.9384
C -2.3165 1.0356 3.6389
C -1.3423 0.7820 2.6382
O -1.7551 0.6067 1.4279
H 2.1226 -0.1619 -3.2088
H 5.1491 -1.4703 -4.3832
H 6.9830 -2.0398 -2.8199
H 6.6938 -1.7028 -0.3808
H 4.5627 -0.7945 0.4814
H 2.1308 0.6705 2.6297
H 1.3975 1.0414 4.6928
H -0.3490 1.4573 6.3738
H -2.7377 1.4529 5.6726
H -3.3527 1.0385 3.3274
Br 1.3454 -3.8558 4.0747
C -0.1779 -3.5148 3.0321
C -1.3809 -4.1517 3.2817
C -2.4637 -3.8473 2.4720
C -2.3105 -2.9174 1.4625
N -1.1450 -2.3018 1.2357
C -0.0912 -2.5996 1.9980
H -1.4671 -4.8686 4.0865
H -3.4226 -4.3214 2.6244
H -3.1371 -2.6432 0.8213
H 0.8398 -2.1017 1.7724
S -1.4646 -2.7902 -2.6269
C -1.2462 -1.7308 -1.5671
C -1.0151 0.4279 -4.2144
C -0.7768 1.5738 -3.2449
As -1.3677 1.3514 -1.4062
C -3.2483 1.8295 -1.3691
C -4.1714 0.6931 -1.7908
C -0.4609 2.7988 -0.4891
C -0.6284 4.1482 -1.1798
H -0.6580 0.7085 -5.2054
H -2.0722 0.1746 -4.3042
H -0.4674 -0.4615 -3.9113
H -1.2900 2.4795 -3.5767
H 0.2860 1.8036 -3.1732
H -3.3684 2.7022 -2.0138
H -3.4483 2.1391 -0.3422
H -3.9753 0.3670 -2.8135
H -5.2120 1.0123 -1.7412
H -4.0540 -0.1683 -1.1314
H 0.5855 2.5019 -0.4228
H -0.8668 2.8045 0.5214
H -0.1657 4.1641 -2.1661
H -0.1502 4.9253 -0.5836
H -1.6783 4.4237 -1.2892
*
```